Record 1
DFT (wB97M-V/def2-TZVPD) results for a molecular structure, C44H36F3LiN5P2S2.

Results
* lowest unoccupied orbital energy: 2.00 eV
* HOMO: -4.6079 eV
* frontier orbital gap: 6.61 eV
* relative energy (zero: lowest compared OMol25 entry of this formula, charge and spin): 71.3 kJ/mol

ORCA input file:
```
! RIJCOSX wB97M-V def2-TZVPD def2/J DEFGRID3
* xyz -1 1
C 5.127 -1.132 -0.451
C -3.250 -0.155 0.660
C -1.848 1.750 -5.830
C 1.452 -2.923 0.635
C -0.875 2.931 0.123
H 2.153 -1.329 -6.741
C -0.244 -0.429 2.428
H 1.637 1.455 2.725
H 3.232 -3.421 1.899
H -1.209 -0.829 4.931
N 0.549 0.890 -1.589
C -1.376 3.994 0.866
F -2.760 -2.510 -2.957
H -1.583 -5.035 4.787
C 5.275 -0.149 0.521
C -3.199 -4.452 1.999
C -0.769 3.673 -4.881
H 1.516 -3.589 -0.216
H 1.006 1.677 -2.042
C -2.646 4.485 0.614
C -1.219 1.740 -3.499
C -3.422 3.907 -0.384
H 2.237 -1.490 3.484
S -4.677 -4.591 2.975
C -0.048 0.560 6.075
C 2.992 0.874 -3.696
C 0.163 0.243 3.691
C -1.643 2.342 -0.871
H 0.120 2.550 0.326
C -0.711 3.030 -3.655
H -2.406 -6.375 3.954
C 2.898 -0.328 -0.935
H -1.391 3.536 -6.930
F -0.889 -1.547 -3.488
C 3.062 0.654 0.029
C 3.249 0.373 -6.032
H 3.812 -1.997 -1.916
C 1.830 -0.994 -4.650
H -3.868 -0.404 -0.194
C 1.164 1.213 3.667
P -1.154 0.869 -1.858
H -0.380 4.679 -4.979
H 6.189 -0.098 1.101
H 1.153 -1.832 -4.540
C -2.929 2.836 -1.107
C 1.842 -1.837 2.541
C 1.384 2.175 7.241
C 2.390 -0.705 -5.888
C -1.340 3.032 -5.973
C 3.549 1.164 -4.931
H 3.687 0.597 -6.997
H -2.367 1.248 3.494
H -1.220 -4.653 2.368
C 1.563 1.850 4.826
H -3.038 5.311 1.195
P 1.354 -0.603 -1.894
H -2.295 1.245 -6.678
C 0.957 1.526 6.041
S -3.161 -4.139 0.406
C 2.121 -0.206 -3.540
H -4.415 4.289 -0.592
H 3.252 1.486 -2.839
C -2.487 0.712 2.565
C -1.788 1.107 -4.599
N 1.738 2.699 8.201
C -2.371 -5.285 4.076
C -3.602 0.658 1.772
H 2.254 1.355 0.199
N -2.012 -0.601 0.738
H -4.245 -5.451 5.192
C -3.727 -4.765 4.526
H -0.277 3.547 -2.805
H -3.535 2.366 -1.876
C -1.498 -0.103 1.921
C 2.339 -2.837 1.740
F -0.931 -3.665 -3.031
H -0.773 4.438 1.650
H -2.180 0.103 -4.493
H 4.228 2.003 -5.031
Li -0.927 -1.571 -0.628
C 0.653 -1.365 1.901
H 2.346 2.597 4.805
C 4.243 0.743 0.757
H 5.933 -1.829 -0.646
H -3.644 -3.784 4.992
N -2.128 -4.632 2.808
H -0.518 0.312 7.017
C -1.438 -2.476 -2.510
N 0.454 -2.062 0.725
H -4.554 1.139 1.939
C 3.945 -1.225 -1.163
C -0.437 -0.071 4.907
H 4.357 1.507 1.518
*
```


Record 2
DFT (wB97M-V/def2-TZVPD) results for a molecular structure, C55H77N2O3P3SSiTi.

Results
* lowest unoccupied orbital energy: -5.63 eV
* HOMO: -12.7676 eV
* frontier orbital gap: 7.14 eV
* relative energy (zero: lowest compared OMol25 entry of this formula, charge and spin): 0.0 kJ/mol

ORCA input file:
```
! RIJCOSX wB97M-V def2-TZVPD def2/J DEFGRID3
* xyz 2 1
H -0.512 1.978 -3.323
C 3.160 -1.994 -3.264
C -2.800 -3.593 3.976
H -0.200 3.462 3.029
C 4.166 -0.250 2.263
C -2.894 2.321 4.543
H 1.345 -4.141 2.048
H 3.611 -4.294 0.922
C 4.686 2.587 -3.342
H -2.058 1.714 -1.422
H 0.531 2.919 4.541
C 5.170 -3.261 -2.843
H -2.999 2.711 5.548
H -1.270 1.021 5.057
C -5.233 -0.298 0.765
H -1.217 5.275 -3.788
H -4.275 -0.261 -2.059
H 0.351 -6.002 0.679
H 3.049 -2.640 1.128
O 0.960 0.110 -3.488
H 0.782 2.475 -2.224
H 0.682 4.608 4.054
C 0.371 -3.375 -2.228
H -2.829 -2.701 0.176
H -3.481 -3.748 4.804
O 0.109 -0.122 -1.416
H 3.847 -3.604 -4.499
H -5.325 0.637 1.315
H 3.124 4.522 -1.052
H -4.983 1.966 -0.590
C -1.325 -2.140 2.712
C -1.639 -4.435 2.042
H 3.355 -0.954 2.070
H -3.589 -1.116 1.859
H 4.890 2.081 3.600
H -2.595 4.891 -2.729
H -4.489 3.512 3.736
C 1.098 -0.052 -2.311
C 1.447 -4.113 0.963
C 1.974 3.285 2.943
H 3.868 1.312 0.825
H -2.106 6.838 -1.608
H -2.951 -5.613 3.255
Si -0.491 -0.478 2.571
S -0.372 2.851 0.222
H -2.070 3.743 -3.964
O 2.250 -0.211 -0.217
H 4.379 0.487 -3.610
C 1.782 0.624 3.868
H -2.271 4.343 1.248
C -3.607 2.254 2.240
C -4.053 2.327 -1.028
H 2.115 2.365 -0.494
C -3.785 -2.215 0.050
C 2.836 2.409 -1.297
C -3.826 -0.895 0.821
H -3.978 -2.086 -1.016
C 4.339 3.726 -2.631
H 2.309 -1.775 -3.898
C 4.846 2.151 2.511
H -0.452 6.309 -1.991
C 4.108 1.362 -3.033
P 0.143 -2.856 0.471
H 4.799 -0.820 -0.536
H 3.118 0.286 6.970
C -1.186 6.422 -1.199
C 0.049 2.825 -2.928
C 3.812 1.203 1.905
H -3.705 3.189 -0.452
H -0.791 7.125 -0.468
N -0.837 3.801 -2.292
C -1.925 1.367 4.262
H -5.917 -1.013 1.229
H -5.569 -0.147 -0.262
H 3.163 4.122 1.299
H -0.972 -5.520 -1.050
C -1.056 -3.181 1.820
C -2.983 1.243 -1.129
C 0.786 -0.351 3.938
H -2.439 -1.541 4.464
C -1.780 0.846 2.973
C 5.433 -2.472 -1.730
C -2.636 1.297 1.954
H 5.858 -4.051 -3.124
C -0.679 -3.359 -1.116
H 1.008 -2.497 -2.184
C 2.277 4.358 1.892
H 6.328 -2.635 -1.143
H -2.369 -4.604 -0.461
H 3.352 1.641 4.950
H 2.788 3.297 3.668
C 0.665 3.578 3.683
N -1.419 5.143 -0.512
P 2.012 1.535 2.304
H 4.398 -0.342 3.325
C 2.602 0.859 4.973
C 3.408 3.634 -1.608
H -4.553 -2.887 0.446
H -0.091 -1.893 5.165
C -3.307 0.215 -2.223
H 5.051 -0.569 1.708
H -1.173 5.709 1.517
C 2.840 -3.582 0.613
H 1.429 -5.575 -0.660
C 3.180 1.258 -2.000
C 3.394 -1.238 -2.124
C -2.208 -2.357 3.781
C 2.470 0.098 6.123
H 1.013 -4.256 -2.174
H 0.572 3.307 -3.755
H 2.463 5.310 2.399
H -0.119 -3.382 -3.205
C 4.044 -3.010 -3.613
C -1.729 4.484 -3.241
C -1.936 5.293 0.853
C 4.551 -1.463 -1.379
H 5.830 1.858 2.134
C 1.513 -0.909 6.183
H -1.312 -2.488 -1.303
H 1.440 4.496 1.211
H -1.427 -5.264 1.383
H 2.942 -3.435 -0.466
H 5.409 2.646 -4.146
C 0.672 -1.123 5.102
H 2.840 -0.891 0.131
H -4.280 2.610 1.473
C -2.504 -4.638 3.106
P -2.472 0.335 0.396
C 2.507 -0.091 -1.680
H -2.539 -0.560 -2.294
H -2.782 5.981 0.820
Ti 0.310 0.364 0.357
C -0.913 3.992 -0.972
C 1.301 -5.537 0.422
H -3.354 0.721 -3.191
H 1.416 -1.516 7.075
H 2.088 -6.154 0.864
H 4.692 3.191 2.236
C -1.554 -4.608 -1.180
C -3.728 2.768 3.527
H -2.002 -4.651 -2.177
H 4.787 4.682 -2.877
H -4.285 2.676 -2.038
*
```


Record 3
DFT (wB97M-V/def2-TZVPD) results for a single C3H6N2O molecule.

Results
* lowest unoccupied orbital energy (alpha / beta): 0.55 / 0.89 eV
* HOMO (alpha / beta): -6.4081 / -6.9111 eV
* frontier orbital gap (alpha / beta): 6.96 / 7.80 eV
* relative energy (zero: lowest compared OMol25 entry of this formula, charge and spin): 375.1 kJ/mol

ORCA input file:
```
! RIJCOSX wB97M-V def2-TZVPD def2/J DEFGRID3
* xyz 0 1
C -1.022 0.638 -0.339
H 0.542 1.837 -0.995
C 1.151 -0.044 -0.434
H -1.541 -1.430 -0.699
H 1.768 0.763 1.168
H 0.748 -1.417 1.014
H -1.568 -0.997 1.014
N 0.228 0.935 -0.663
N 0.397 -1.153 0.100
O 2.195 0.403 0.363
C -1.043 -0.811 0.064
H -1.854 1.277 -0.592
*
```


Record 4
DFT (wB97M-V/def2-TZVPD) results for a single C4H8O2 molecule.

Results
* lowest unoccupied orbital energy: 0.91 eV
* SMILES: OCC[C@H]1CO1
* HOMO: -9.6875 eV
* frontier orbital gap: 10.60 eV
* relative energy (zero: lowest compared OMol25 entry of this formula, charge and spin): 292.3 kJ/mol

ORCA input file:
```
! RIJCOSX wB97M-V def2-TZVPD def2/J DEFGRID3
* xyz 0 1
H -0.210 -1.683 -0.171
C 0.182 -0.766 0.301
C 1.628 -0.434 -0.158
H 2.008 -1.193 -0.842
H 2.301 -0.326 0.695
O 1.727 0.797 -1.003
H 0.076 -0.889 1.391
H -2.943 0.747 -0.433
H -2.451 -0.663 0.620
C -2.139 0.269 0.127
C -0.692 0.422 -0.127
O -1.340 1.114 0.942
H -0.029 0.997 -0.853
H 1.882 1.610 -0.489
*
```


Record 5
DFT (wB97M-V/def2-TZVPD) results for 2 unconnected molecules or ions with the total composition C4H8O.

Results
* lowest unoccupied orbital energy: 0.43 eV
* SMILES: C=CC.C=O
* HOMO: -9.2296 eV
* frontier orbital gap: 9.66 eV
* relative energy (zero: lowest compared OMol25 entry of this formula, charge and spin): 272.0 kJ/mol

ORCA input file:
```
! RIJCOSX wB97M-V def2-TZVPD def2/J DEFGRID3
* xyz 0 1
H -1.703 0.091 -1.240
C -0.577 -0.363 1.192
H -0.580 1.535 -0.965
H -1.212 -1.240 1.246
H 0.022 -0.334 2.110
C -0.805 0.646 -1.587
H 1.449 1.057 0.775
H 0.343 -1.477 -0.559
O -0.203 0.356 -2.590
C 0.407 -0.591 0.076
H -1.155 0.565 1.147
C 1.523 0.097 0.266
H 2.490 -0.342 0.129
*
```


Record 6
DFT (wB97M-V/def2-TZVPD) results for a single C16H13ClFN3O2S molecule.

Results
* lowest unoccupied orbital energy: 0.27 eV
* SMILES: O=C(CCc1nc(-c2cccs2)no1)NCc1ccc(F)cc1Cl
* HOMO: -8.8522 eV
* frontier orbital gap: 9.12 eV

ORCA input file:
```
! RIJCOSX wB97M-V def2-TZVPD def2/J DEFGRID3
* xyz 0 1
O -1.816 2.574 0.855
H -2.084 -2.901 -0.408
C 0.971 -2.444 -1.261
C 3.737 1.569 0.383
C -1.975 1.938 -0.306
C 0.128 -1.462 0.743
H -4.129 0.712 0.847
Cl -1.169 -0.929 1.751
N -0.845 1.541 -0.808
H 2.288 2.353 1.850
C -3.419 -0.860 -0.363
O -3.977 -1.817 0.135
C -4.034 0.530 -0.227
H 0.798 -2.880 -2.233
C -1.517 -2.209 -1.044
N -2.270 -0.973 -1.064
C 1.419 -1.321 1.228
H -1.466 -2.627 -2.055
H -3.210 1.549 -1.960
H -5.049 0.462 -0.625
H -3.920 2.611 -0.724
H -1.768 -0.158 -1.386
H 3.108 -2.657 -1.384
C 2.474 1.941 0.876
C 2.267 -2.325 -0.797
S 2.082 1.047 -1.508
H 4.649 1.658 0.945
H 1.603 -0.883 2.196
C 0.074 1.957 0.118
N -0.482 2.581 1.127
H 4.488 0.721 -1.491
F 3.726 -1.637 0.921
C 2.471 -1.763 0.450
C -0.122 -2.027 -0.509
C 3.679 1.075 -0.883
C -3.319 1.714 -0.888
C 1.473 1.715 -0.031
*
```


Record 7
DFT (wB97M-V/def2-TZVPD) results for a molecular structure, H15NaO9.

Results
* lowest unoccupied orbital energy: 4.29 eV
* HOMO: -1.1856 eV
* frontier orbital gap: 5.48 eV
* relative energy (zero: lowest compared OMol25 entry of this formula, charge and spin): 68.2 kJ/mol

ORCA input file:
```
! RIJCOSX wB97M-V def2-TZVPD def2/J DEFGRID3
* xyz -2 1
O 1.779 -1.739 -1.951
H 1.787 -2.119 -1.058
H 2.131 -1.926 1.218
O 1.411 1.762 -1.337
H -2.825 -0.092 0.040
H -0.772 -1.963 3.059
O -2.027 1.616 -1.307
O 1.594 0.694 2.399
O -0.779 -0.741 -2.140
H 0.750 1.266 2.259
Na -0.066 0.049 0.278
H 0.837 -1.432 -2.051
H 1.974 2.477 -1.030
H -0.351 0.115 -2.254
H -1.720 2.293 -1.915
O -0.239 -1.396 2.495
O 1.315 -2.307 0.882
O -2.713 -1.015 -0.208
H -0.069 2.509 0.953
H 0.593 -2.015 1.597
O -0.450 2.111 1.747
H 1.227 -0.099 2.823
H 0.641 2.189 -1.723
H -1.969 0.770 -1.813
H -2.061 -1.004 -0.963
*
```


Record 8
DFT (wB97M-V/def2-TZVPD) results for 2 unconnected molecules or ions with the total composition C4H9OP.

Results
* lowest unoccupied orbital energy (alpha / beta): -0.59 / -0.57 eV
* HOMO (alpha / beta): -7.5631 / -7.5319 eV
* frontier orbital gap (alpha / beta): 6.97 / 6.96 eV
* relative energy (zero: lowest compared OMol25 entry of this formula, charge and spin): 333.6 kJ/mol

ORCA input file:
```
! RIJCOSX wB97M-V def2-TZVPD def2/J DEFGRID3
* xyz 0 1
H -1.318 -2.940 -3.198
C 1.158 1.446 2.361
H -1.202 -0.258 -1.369
H 1.845 0.351 0.459
O -0.128 0.572 0.366
P -1.195 -0.350 1.165
H 0.190 1.835 2.700
H 1.254 0.432 2.840
H 1.242 2.084 0.345
C -1.374 -0.992 -2.243
H -1.695 -0.450 -3.180
H -0.605 -2.849 -1.446
C 1.095 1.146 0.909
H 1.853 2.256 2.562
C -1.120 -2.282 -2.272
*
```


In order of appearance, electronic energy = -102272.115, -137093.110, -8232.811, -8370.253, -6322.349, -51443.526, -23088.445, -15626.177 eV.
In order of appearance, F_max = 0.01708, 0.03845, 0.01924, 0.04898, 0.02746, 0.02650, 0.02205, 0.06773 Eh/bohr.